# 1
{"formula": "C43H38BrF4N2O2PPt", "method": "wB97M-V/def2-TZVPD", "elements": ["Pt", "F", "C", "C", "F", "C", "F", "C", "P", "C", "C", "C", "C", "C", "C", "C", "C", "C", "C", "C", "C", "C", "Br", "C", "F", "H", "H", "H", "H", "H", "H", "H", "H", "H", "H", "C", "C", "C", "C", "C", "C", "C", "C", "C", "C", "N", "C", "C", "C", "C", "C", "N", "H", "H", "H", "H", "H", "H", "H", "H", "H", "H", "H", "H", "H", "H", "H", "H", "H", "C", "C", "C", "C", "C", "C", "C", "C", "C", "C", "O", "O", "H", "H", "H", "H", "H", "H", "H", "H", "H", "H", "H"], "coordinates": [[-0.36080, -0.20165, 0.23996], [-6.82678, 0.36995, 3.69902], [-5.82050, 0.57347, 2.86993], [-5.68382, 1.78640, 2.21877], [-6.58255, 2.74449, 2.41157], [-4.63723, 1.98434, 1.34139], [-4.62421, 3.14037, 0.68357], [-3.67163, 1.00626, 1.08373], [-2.18394, 1.37188, 0.07793], [-1.91563, 3.14963, 0.38191], [-1.74364, 3.57016, 1.70150], [-1.48843, 4.90075, 1.98210], [-1.39384, 5.82448, 0.95245], [-1.56838, 5.41236, -0.36041], [-1.82745, 4.08088, -0.64825], [-2.74832, 1.32927, -1.64990], [-1.73238, 1.39198, -2.60619], [-2.05317, 1.42701, -3.95249], [-3.38518, 1.40603, -4.34664], [-4.39436, 1.33098, -3.39870], [-4.07835, 1.29171, -2.04740], [-3.85273, -0.22539, 1.73788], [-2.73781, -1.71088, 1.42053], [-4.90508, -0.43049, 2.61483], [-5.06010, -1.59817, 3.22778], [-1.80888, 2.84999, 2.50770], [-1.34818, 5.21292, 3.00928], [-1.19749, 6.86565, 1.17300], [-1.50017, 6.12426, -1.17277], [-1.98302, 3.77985, -1.67431], [-0.69733, 1.39863, -2.27942], [-1.27044, 1.46611, -4.69866], [-3.63830, 1.44411, -5.39840], [-5.43020, 1.31113, -3.71167], [-4.87112, 1.23750, -1.31157], [4.57974, -2.98495, -0.80456], [3.97826, -1.63603, -0.39177], [3.60585, -1.59406, 1.07100], [4.63043, -1.49187, 2.00691], [4.36789, -1.40360, 3.36108], [3.05507, -1.44658, 3.80332], [2.00434, -1.56917, 2.90650], [0.59789, -1.73345, 3.41860], [0.21109, -3.21193, 3.53907], [2.28180, -1.62794, 1.53020], [1.20519, -1.69876, 0.61978], [1.03738, -2.72248, -0.15274], [0.01633, -2.71628, -1.11548], [-0.47249, -3.71431, -1.96619], [-1.52869, -3.13610, -2.66385], [-1.63949, -1.81578, -2.21135], [-0.70248, -1.56024, -1.29133], [4.81503, -2.98353, -1.86990], [3.89028, -3.80764, -0.61036], [5.49934, -3.18620, -0.25423], [3.11556, -1.40935, -1.01736], [4.72579, -0.86128, -0.57444], [5.65512, -1.46236, 1.65314], [5.18226, -1.30807, 4.06781], [2.83650, -1.38803, 4.86367], [-0.10042, -1.23677, 2.74847], [0.51080, -1.26272, 4.39954], [0.24966, -3.70463, 2.56519], [-0.80368, -3.30563, 3.92912], [0.89024, -3.73806, 4.21183], [1.66826, -3.60445, -0.05183], [-0.11011, -4.72832, -2.03227], [-2.15135, -3.60863, -3.40620], [-2.34204, -1.06260, -2.53077], [2.97192, 6.41409, 4.46770], [2.35315, 5.27932, 3.69934], [2.37036, 5.25653, 2.31497], [1.86537, 4.18525, 1.58838], [1.92305, 4.28373, 0.08716], [1.30606, 3.08757, 2.27498], [1.25891, 3.10816, 3.69119], [0.72529, 1.98955, 4.54872], [1.78582, 4.20405, 4.36375], [0.77231, 1.91613, 1.50577], [1.11420, 1.70177, 0.32549], [-0.08208, 1.11865, 2.04172], [2.98558, 7.33125, 3.87996], [4.00249, 6.16157, 4.72751], [2.43405, 6.60109, 5.39708], [2.79750, 6.09515, 1.77603], [2.51086, 5.15482, -0.20575], [0.91687, 4.39215, -0.32257], [2.36446, 3.39539, -0.35063], [-0.30661, 1.74895, 4.31163], [0.78740, 2.26618, 5.60171], [1.30471, 1.08041, 4.38475], [1.75419, 4.21281, 5.44834]], "mulliken_charge": [2.68, -0.29, 0.45, 0.37, -0.30, 0.31, -0.39, -0.17, 0.55, 0.97, -0.72, -0.67, -0.52, -1.05, -0.68, 0.26, -0.26, -0.50, -0.80, -0.62, -0.80, -0.21, -0.06, 0.34, -0.32, 0.45, 0.42, 0.40, 0.40, 0.31, 0.27, 0.47, 0.37, 0.43, 0.38, -1.25, -0.84, 0.75, -0.41, -1.21, -0.60, 0.94, 0.67, -1.42, -0.92, 0.17, 0.69, -0.46, -1.33, -0.90, -0.30, 0.52, 0.41, 0.27, 0.35, 0.23, 0.59, 0.47, 0.42, 0.49, -1.01, 0.51, 0.26, 0.42, 0.35, 0.51, 0.50, 0.46, 0.41, -1.63, 0.60, -1.08, 1.51, -1.58, 0.40, 0.62, -0.92, -1.20, 1.04, -0.93, -1.18, 0.40, 0.30, 0.39, 0.34, 0.41, 0.20, 0.19, 0.09, 0.41, 0.03, 0.36], "homo_lumo_gap_ev": 7.32, "fmax_ev_per_a": 1.6, "relative_energy_kj_mol": 18.5}


# 2
{"formula": "C31H32F6IrN3O8PS2", "method": "wB97M-V/def2-TZVPD", "elements": ["Ir", "F", "C", "F", "F", "S", "O", "O", "N", "S", "O", "O", "C", "F", "F", "F", "O", "C", "O", "C", "C", "C", "N", "C", "C", "C", "O", "O", "H", "H", "H", "C", "C", "C", "C", "C", "C", "C", "C", "N", "H", "H", "H", "H", "H", "H", "C", "C", "C", "C", "P", "C", "C", "C", "C", "C", "C", "C", "C", "C", "C", "H", "H", "H", "H", "H", "H", "H", "H", "H", "H", "H", "H", "H", "H", "H", "H", "H", "H", "H", "H", "H", "H", "H"], "coordinates": [[-0.07326, 0.01359, 0.03860], [-4.24914, -2.36982, 0.05525], [-4.21033, -2.34133, 1.38823], [-5.00877, -1.37335, 1.82473], [-4.62546, -3.50328, 1.86278], [-2.48523, -1.99121, 1.93091], [-2.19781, -0.69971, 1.33784], [-2.48434, -2.08270, 3.35544], [-1.64827, -3.17121, 1.31726], [-1.05982, -3.27198, -0.12271], [-0.65964, -1.98685, -0.71779], [-1.75035, -4.15083, -1.00213], [0.55662, -4.07001, 0.26800], [1.30195, -3.22818, 0.99116], [0.37295, -5.18503, 0.95181], [1.18659, -4.34016, -0.86400], [3.70270, -0.80170, 5.92379], [4.17117, -1.24421, 4.86385], [5.11763, -1.80086, 4.39458], [2.98400, -0.84090, 3.79546], [1.65656, -1.06415, 4.07596], [0.75015, -0.79424, 3.06285], [1.13226, -0.31258, 1.87853], [2.43286, -0.08024, 1.64508], [3.41163, -0.33804, 2.58753], [2.85107, 0.47128, 0.27856], [4.03499, 0.61321, 0.06197], [1.88068, 0.74926, -0.53116], [1.32064, -1.43682, 5.03168], [-0.30772, -0.95674, 3.21967], [4.44869, -0.16739, 2.33863], [1.91081, -1.76217, -2.81063], [3.04326, -2.57469, -2.86614], [3.07134, -3.76603, -3.63747], [4.17965, -4.57585, -3.64730], [5.30876, -4.22871, -2.89185], [5.31128, -3.05092, -2.13040], [4.20450, -2.23877, -2.11783], [6.46054, -5.07915, -2.89956], [7.38630, -5.76260, -2.90607], [1.00686, -2.01504, -3.34894], [1.92014, -0.90368, -2.15480], [2.19686, -4.03970, -4.21499], [4.19094, -5.48661, -4.23101], [6.19082, -2.78926, -1.55759], [4.21117, -1.32143, -1.53914], [0.51356, 3.55861, 0.88657], [-0.33998, 3.52774, -0.38817], [-1.22339, 4.78124, -0.39616], [0.58824, 3.52766, -1.60662], [-1.35306, 1.95977, -0.32950], [-2.56027, 2.29310, 0.99097], [-2.17603, 1.98887, 2.29616], [-3.01402, 2.25975, 3.36657], [-4.25833, 2.83043, 3.14433], [-4.65371, 3.13698, 1.85003], [-3.80797, 2.87683, 0.78237], [-2.25421, 1.62163, -1.93748], [-3.36674, 0.60845, -1.63027], [-2.84158, 2.82874, -2.67372], [-1.24977, 0.92539, -2.87535], [1.14298, 4.45178, 0.85793], [1.16891, 2.69105, 0.95798], [-0.10541, 3.61645, 1.78357], [-0.56956, 5.65631, -0.44066], [-1.82366, 4.85917, 0.51024], [-1.88881, 4.82391, -1.25739], [1.26781, 4.37921, -1.51783], [0.03911, 3.64757, -2.54032], [1.19560, 2.62263, -1.65495], [-1.21894, 1.51286, 2.47356], [-2.70018, 2.00784, 4.37159], [-4.92063, 3.03119, 3.97662], [-5.62400, 3.58111, 1.66852], [-4.13670, 3.13295, -0.21478], [-4.15273, 1.02235, -1.00012], [-2.97042, -0.27966, -1.13681], [-3.81798, 0.29418, -2.57486], [-3.57077, 3.38309, -2.08494], [-3.35537, 2.46257, -3.56638], [-2.07147, 3.52444, -3.00463], [-0.87375, -0.00813, -2.44364], [-0.39816, 1.55370, -3.12890], [-1.76479, 0.65904, -3.80215]], "lowdin_spin": [2.29, 0.00, 0.00, 0.00, 0.00, 0.01, 0.06, 0.00, 0.00, 0.01, 0.09, 0.01, 0.00, 0.00, 0.00, 0.00, 0.54, 0.09, 0.11, 0.19, 0.01, 0.02, 0.08, 0.03, 0.03, 0.02, 0.03, 0.14, 0.00, 0.00, 0.00, 0.49, 0.04, 0.12, -0.02, 0.13, -0.02, 0.12, 0.02, 0.06, 0.03, 0.03, 0.00, 0.00, 0.00, 0.00, 0.00, 0.01, 0.00, 0.00, 0.10, 0.01, 0.00, 0.00, 0.00, 0.00, 0.00, 0.03, 0.00, 0.01, 0.03, 0.00, 0.00, 0.00, 0.00, 0.00, 0.00, 0.00, 0.00, 0.00, 0.00, 0.00, 0.00, 0.00, 0.00, 0.00, 0.00, 0.00, 0.00, 0.00, 0.00, 0.02, 0.00, 0.00], "homo_lumo_gap_ev": [6.63, 5.92], "spin_multiplicity": 6, "fmax_ev_per_a": 0.7, "relative_energy_kj_mol": 2.7, "s_squared": 8.812}


# 3
{"formula": "C18H32LuN6O4Si2", "method": "wB97M-V/def2-TZVPD", "elements": ["Lu", "N", "C", "C", "O", "N", "C", "C", "O", "O", "H", "H", "H", "H", "H", "H", "C", "Si", "C", "C", "C", "C", "C", "C", "C", "Si", "C", "C", "H", "H", "H", "H", "H", "H", "H", "H", "H", "H", "H", "H", "H", "H", "H", "H", "C", "N", "C", "C", "O", "N", "C", "N", "H", "H", "H", "H", "H", "H", "H", "N", "H", "H", "H"], "coordinates": [[-0.01519, 0.42510, -0.45380], [0.33885, 1.78579, -2.60699], [-0.67220, 2.85776, -2.69278], [-1.90899, 2.55605, -1.84986], [-2.71281, 3.48480, -1.63893], [-1.97498, 1.28328, -1.47345], [-3.20893, 0.85776, -0.83007], [-2.93893, 0.30347, 0.56017], [-3.76386, 0.50756, 1.46285], [-1.82744, -0.32997, 0.69277], [0.15346, 1.06563, -3.29654], [1.25681, 2.17100, -2.79480], [-0.23623, 3.79256, -2.35058], [-1.02069, 3.00998, -3.71939], [-3.95056, 1.65357, -0.77641], [-3.63337, 0.02590, -1.40655], [3.72044, -1.16313, 1.00355], [1.81581, -1.30039, 0.87394], [1.25918, -1.68839, 2.66496], [1.65342, -3.01931, -0.00053], [2.20845, -4.13990, 0.63396], [2.15396, -5.41114, 0.08487], [1.53020, -5.59309, -1.14267], [0.98109, -4.49806, -1.79066], [1.02645, -3.20420, -1.25172], [0.27067, -1.74535, -2.25633], [1.60803, -1.50696, -3.61886], [-1.17233, -2.53558, -3.22557], [4.13237, -2.01847, 1.55066], [4.06015, -0.25072, 1.49967], [4.16125, -1.16849, 0.00308], [1.78577, -2.54815, 3.09270], [0.18752, -1.90700, 2.68253], [1.43246, -0.83245, 3.32742], [2.69950, -4.01829, 1.59600], [2.59126, -6.25363, 0.61039], [1.47383, -6.58014, -1.58948], [0.49706, -4.65686, -2.75047], [1.89697, -2.47839, -4.03459], [2.51076, -1.03541, -3.21954], [1.25066, -0.88565, -4.44904], [-0.81983, -3.20680, -4.01667], [-1.79011, -1.76401, -3.69367], [-1.82044, -3.10762, -2.55689], [-3.13605, 3.78027, 2.88495], [-1.89720, 3.35141, 2.28043], [-1.24655, 4.04419, 1.17574], [-0.21640, 3.00667, 0.77288], [0.58636, 3.04358, -0.15292], [-0.36900, 1.89299, 1.53197], [-1.37373, 2.12409, 2.37760], [-1.79551, 1.19223, 3.26211], [-3.08506, 4.84840, 3.09403], [-3.27761, 3.24687, 3.82298], [-3.98360, 3.57705, 2.22658], [-0.79192, 4.98562, 1.48747], [-1.92977, 4.20376, 0.33230], [-1.30607, 0.32452, 3.06040], [-2.79407, 0.99827, 3.13854], [2.74532, 2.11328, 2.71759], [3.58591, 1.55022, 2.73934], [2.09598, 1.73250, 3.39371], [2.99945, 3.05139, 3.00156]], "nbo_charge": [1.72, -0.86, -0.30, 0.63, -0.75, -0.78, -0.35, 0.80, -0.74, -0.83, 0.40, 0.38, 0.22, 0.19, 0.22, 0.21, -1.07, 0.70, -1.08, -0.39, -0.22, -0.23, -0.26, -0.16, -0.40, 0.70, -1.08, -1.09, 0.20, 0.20, 0.22, 0.21, 0.23, 0.20, 0.19, 0.19, 0.19, 0.18, 0.21, 0.22, 0.20, 0.20, 0.22, 0.23, -0.41, -0.38, -0.34, 0.67, -0.62, -0.67, 0.69, -0.81, 0.20, 0.22, 0.22, 0.22, 0.29, 0.42, 0.44, -1.06, 0.36, 0.36, 0.35], "homo_lumo_gap_ev": 6.07, "charge": -1, "fmax_ev_per_a": 1.3, "relative_energy_kj_mol": 90.4}